# 1
DFT (the ωB97M-V functional and the def2-TZVPD basis) results for a cluster of 2 separate species, CH4FNS2 in total.

Geometry as ORCA input:
```
! RIJCOSX wB97M-V def2-TZVPD def2/J DEFGRID3
* xyz 0 1
C -0.52 0.06 0.31
N 0.65 0.47 -0.52
S 1.37 1.85 -0.10
S 1.14 -0.56 -1.68
H -1.37 -0.52 -0.23
H -0.06 -0.56 1.19
H -0.88 1.07 0.77
F 3.34 -0.45 0.88
H 3.23 0.41 0.73
*
```

Results
* energy relative to the best compared isomer or geometry (same formula, charge and spin): 22.7 kcal/mol
* HOMO energy: -9.08 eV

---

# 2
DFT (the ωB97M-V functional and the def2-TZVPD basis) results for a structure of composition C2H5FO.

Geometry as ORCA input:
```
! RIJCOSX wB97M-V def2-TZVPD def2/J DEFGRID3
* xyz 0 1
C 0.69 0.44 0.27
C -0.82 0.65 -0.15
O -1.08 -1.03 -0.91
F -1.62 0.65 0.93
H 0.86 -0.58 -0.12
H 1.26 1.21 -0.42
H 0.89 0.70 1.32
H -1.06 1.29 -0.94
H -1.80 -1.27 -0.38
*
```

Results
* energy relative to the best compared isomer or geometry (same formula, charge and spin): 39.6 kcal/mol
* HOMO energy: -10.41 eV

---

# 3
DFT (the ωB97M-V functional and the def2-TZVPD basis) results for a structure of composition C20H15LaN5O3S2.

Geometry as ORCA input:
```
! RIJCOSX wB97M-V def2-TZVPD def2/J DEFGRID3
* xyz 1 1
La -0.57 -0.15 0.93
N 3.80 -0.64 2.67
C 2.51 -0.39 2.41
S 1.59 -1.71 1.69
N 2.13 0.82 2.79
N 0.89 1.20 2.33
C 0.37 2.24 2.88
C 0.94 2.94 4.06
C 1.14 2.26 5.25
C 1.65 2.94 6.35
C 1.96 4.29 6.26
C 1.77 4.97 5.06
C 1.25 4.30 3.97
C -0.92 2.75 2.30
C -1.71 3.66 2.98
C -2.91 4.07 2.41
C -3.30 3.57 1.18
C -2.47 2.65 0.57
N -1.31 2.26 1.11
H 4.19 -1.56 2.53
H 4.36 0.08 3.10
H 0.92 1.21 5.32
H 1.80 2.41 7.29
H 2.36 4.81 7.12
H 2.03 6.02 4.99
H 1.10 4.83 3.03
H -1.39 4.04 3.94
H -3.53 4.79 2.93
H -4.22 3.87 0.70
H -2.73 2.22 -0.39
O -3.01 -2.24 3.66
S -2.95 -1.23 2.67
O -2.11 -0.03 2.94
N -2.36 -1.67 1.22
C -3.09 -1.02 0.24
O -2.51 -0.61 -0.78
C -4.46 -0.65 0.70
C -5.55 -0.22 -0.02
C -6.70 0.10 0.69
C -6.75 0.01 2.08
C -5.64 -0.39 2.81
C -4.51 -0.72 2.08
H -5.52 -0.16 -1.10
H -7.59 0.41 0.15
H -7.67 0.25 2.60
H -5.67 -0.46 3.89
*
```

Results
* energy relative to the best compared isomer or geometry (same formula, charge and spin): 3.3 kcal/mol
* HOMO energy (spin up / spin down): -11.00 / -11.00 eV

---

# 4
DFT (the ωB97M-V functional and the def2-TZVPD basis) results for the ion C2H5BrNO2S with charge -1.

Geometry as ORCA input:
```
! RIJCOSX wB97M-V def2-TZVPD def2/J DEFGRID3
* xyz -1 1
C -0.47 1.38 0.51
C -0.34 0.44 -0.76
N 0.79 -0.46 -0.62
O -0.53 -2.02 1.28
O 1.86 -2.30 0.83
S 0.77 -1.34 1.08
Br 0.99 -1.64 -2.00
H -1.15 2.08 0.14
H -0.85 0.76 1.37
H 0.37 2.02 0.78
H -1.23 -0.18 -0.98
H -0.21 1.27 -1.64
*
```

Results
* energy relative to the best compared isomer or geometry (same formula, charge and spin): 0.0 kcal/mol
* HOMO energy: -3.96 eV

---

# 5
DFT (the ωB97M-V functional and the def2-TZVPD basis) results for a structure of composition C34H26MoN10O4.

Geometry as ORCA input:
```
! RIJCOSX wB97M-V def2-TZVPD def2/J DEFGRID3
* xyz 2 1
Mo 2.01 -0.78 -0.57
O -1.48 -4.03 2.16
C -1.80 -2.79 2.51
C -2.78 -2.62 3.49
C -3.16 -1.36 3.89
C -2.59 -0.21 3.32
C -1.62 -0.36 2.36
C -1.21 -1.64 1.93
C -0.14 -1.73 0.98
O 0.51 -0.65 0.56
N 0.31 -2.88 0.53
N 1.46 -2.72 -0.20
C 2.17 -3.77 -0.48
C 3.41 -3.78 -1.19
C 4.12 -4.99 -1.32
C 5.31 -5.04 -2.02
C 5.81 -3.89 -2.63
C 5.15 -2.69 -2.50
C 3.98 -2.62 -1.77
O 3.30 -1.46 -1.59
H -0.77 -4.04 1.50
H -3.21 -3.51 3.93
H -3.92 -1.26 4.66
H -2.90 0.77 3.64
H -1.16 0.51 1.91
H 1.77 -4.72 -0.14
H 3.72 -5.88 -0.86
H 5.85 -5.98 -2.09
H 6.73 -3.94 -3.20
H 5.53 -1.78 -2.95
C -2.17 -0.37 -4.34
N -0.86 -0.48 -3.72
C -0.53 -1.06 -2.57
N 0.75 -0.80 -2.30
C 1.16 -0.05 -3.38
N 0.20 0.16 -4.24
C -3.15 0.42 -3.50
C -4.48 0.45 -3.92
C -5.43 1.14 -3.18
C -5.08 1.79 -2.02
C -3.75 1.77 -1.59
C -2.79 1.09 -2.34
C -3.40 2.44 -0.35
N -4.22 2.95 0.51
N -3.47 3.45 1.53
C -2.23 3.23 1.25
O -2.11 2.57 0.06
C -1.08 3.62 2.05
C -1.32 4.31 3.24
C -0.26 4.72 4.02
C 1.05 4.45 3.62
C 1.29 3.79 2.43
C 2.72 3.54 2.00
N 2.94 2.11 1.79
C 3.06 1.45 0.65
N 3.08 0.13 0.93
C 2.96 0.07 2.29
N 2.88 1.26 2.83
C 0.22 3.36 1.64
H -2.56 -1.37 -4.52
H -2.00 0.11 -5.30
H -1.20 -1.64 -1.95
H 2.16 0.31 -3.52
H -4.77 -0.07 -4.82
H -6.46 1.15 -3.52
H -5.81 2.33 -1.43
H -1.77 1.11 -1.99
H -2.34 4.53 3.52
H -0.43 5.24 4.95
H 1.88 4.77 4.24
H 3.40 3.88 2.77
H 2.96 4.05 1.07
H 3.23 1.91 -0.31
H 2.94 -0.84 2.86
H 0.39 2.82 0.72
*
```

Results
* HOMO energy (spin up / spin down): -13.01 / -13.01 eV

---

# 6
DFT (the ωB97M-V functional and the def2-TZVPD basis) results for a structure of composition C17H25N5O5PdSSe.

Geometry as ORCA input:
```
! RIJCOSX wB97M-V def2-TZVPD def2/J DEFGRID3
* xyz 2 1
Pd -0.65 0.18 0.43
O -0.15 -1.29 2.36
C -1.09 -1.44 3.44
C -2.48 -1.61 2.87
N -3.13 -0.35 2.39
C -3.26 0.65 3.17
C -1.13 2.84 2.38
O -1.78 3.61 2.93
O -0.46 2.07 1.81
C -4.00 -0.38 1.18
C -3.68 0.87 0.31
O -4.35 1.87 0.51
O -2.70 0.72 -0.49
H 0.70 -1.01 2.71
H -1.01 -0.61 4.15
H -0.86 -2.36 3.99
H -3.15 -2.03 3.61
H -2.43 -2.29 2.02
H -2.80 0.65 4.15
H -3.95 1.45 2.90
H -5.03 -0.37 1.54
H -3.80 -1.30 0.62
C 1.53 -1.68 -3.54
N 1.77 -2.23 -2.21
C 0.94 -2.22 -1.17
Se -0.83 -1.54 -1.14
N 1.55 -2.82 -0.14
C 2.82 -3.25 -0.52
C 3.83 -3.92 0.17
C 4.97 -4.19 -0.55
C 5.11 -3.81 -1.90
C 4.11 -3.14 -2.57
C 2.95 -2.87 -1.85
H 0.56 -1.18 -3.55
H 1.54 -2.48 -4.28
H 2.31 -0.95 -3.78
H 1.10 -2.95 0.75
H 3.72 -4.22 1.20
H 5.78 -4.71 -0.07
H 6.03 -4.05 -2.42
H 4.22 -2.85 -3.61
C -1.87 4.16 -1.05
N -1.08 2.93 -1.20
C 0.23 2.76 -1.13
S 0.90 1.15 -1.06
N 1.12 3.75 -1.18
C 0.94 5.13 -1.65
H -2.91 3.86 -1.03
H -1.72 4.84 -1.88
H -1.64 4.67 -0.12
H -1.64 2.07 -1.18
H 2.07 3.44 -1.03
H 0.59 5.14 -2.68
H 1.92 5.60 -1.61
H 0.27 5.69 -1.01
*
```

Results
* energy relative to the best compared isomer or geometry (same formula, charge and spin): 41.5 kcal/mol
* HOMO energy (spin up / spin down): -13.95 / -13.95 eV

---

# 7
DFT (the ωB97M-V functional and the def2-TZVPD basis) results for a structure of composition C11H15N4O5Pt.

Geometry as ORCA input:
```
! RIJCOSX wB97M-V def2-TZVPD def2/J DEFGRID3
* xyz 1 1
Pt -0.30 -0.02 -0.49
C -3.00 -2.46 -1.09
C -1.57 -2.68 -1.42
N -0.57 -1.84 -1.22
C 0.59 -2.45 -1.64
C 0.29 -3.67 -2.14
N -1.07 -3.79 -1.99
C 1.09 -4.77 -2.74
O 2.39 -4.59 -2.81
O 0.53 -5.76 -3.11
C 1.82 -1.70 -1.38
O 2.93 -2.07 -1.68
O 1.56 -0.57 -0.75
H -3.12 -1.49 -0.61
H -3.36 -3.22 -0.40
H -3.62 -2.49 -1.99
H -1.58 -4.62 -2.27
H 2.69 -3.72 -2.45
N -1.79 2.30 -1.84
C -2.33 3.52 -1.73
C -2.29 3.87 -0.39
C -1.69 2.79 0.24
N -1.37 1.84 -0.64
H -1.61 1.76 -2.67
H -2.70 4.04 -2.60
H -2.65 4.79 0.05
H -1.47 2.65 1.28
C 1.73 0.22 3.94
C 1.54 0.03 2.46
O 0.19 0.38 2.05
H 2.75 -0.04 4.23
H 1.04 -0.41 4.51
H 1.57 1.26 4.23
H 1.65 -1.02 2.17
H 2.25 0.62 1.88
H -0.09 1.13 2.59
*
```

Results
* energy relative to the best compared isomer or geometry (same formula, charge and spin): 53.2 kcal/mol
* HOMO energy: -12.81 eV

---

# 8
DFT (the ωB97M-V functional and the def2-TZVPD basis) results for a cluster of 2 separate species, C3H9BO2 in total.

Geometry as ORCA input:
```
! RIJCOSX wB97M-V def2-TZVPD def2/J DEFGRID3
* xyz 0 1
B -0.19 -0.24 -1.11
C 0.81 1.62 0.33
C 0.05 -2.67 -0.39
C 0.20 1.27 -1.03
O 2.01 -1.93 1.45
O -0.08 -1.40 -0.78
H 1.17 2.65 0.32
H 0.07 1.52 1.12
H 1.64 0.96 0.56
H -0.83 -3.05 0.12
H 0.40 -3.32 -1.19
H 1.37 -2.33 0.79
H -0.64 1.93 -1.23
H 0.93 1.47 -1.81
H 1.60 -2.06 2.31
*
```

Results
* energy relative to the best compared isomer or geometry (same formula, charge and spin): 109.8 kcal/mol
* HOMO energy (spin up / spin down): -6.92 / -6.91 eV

---

| no. | M (g/mol) |
| --- | --- |
| 1 | 113.18 |
| 2 | 64.06 |
| 3 | 576.41 |
| 4 | 187.04 |
| 5 | 734.59 |
| 6 | 596.86 |
| 7 | 478.34 |
| 8 | 87.91 |